{
  "formula": "C8H34ClNO9PS",
  "method": "ωB97M-V/def2-TZVPD",
  "species": ["O", "P", "Cl", "N", "S", "H", "H", "C", "O", "H", "H", "H", "H", "C", "O", "H", "H", "H", "H", "C", "O", "H", "H", "H", "H", "C", "O", "H", "H", "H", "H", "C", "O", "H", "H", "H", "H", "C", "O", "H", "H", "H", "H", "C", "O", "H", "H", "H", "H", "C", "O", "H", "H", "H", "H"],
  "positions_angstrom": [[-1.245, -0.201, 4.487], [-1.745, 0.870, 3.174], [-3.777, 0.248, 2.787], [-0.738, 0.627, 1.723], [-0.576, -1.063, 1.309], [-1.868, -1.005, 4.402], [-1.616, -1.509, 0.475], [2.559, -0.107, -1.180], [1.528, 0.747, -0.720], [3.029, 0.344, -2.057], [3.306, -0.235, -0.394], [2.134, -1.076, -1.455], [1.130, 0.321, 0.058], [-2.474, -4.314, 2.647], [-2.750, -2.981, 2.259], [-1.410, -4.403, 2.879], [-3.060, -4.565, 3.535], [-2.724, -4.992, 1.828], [-3.700, -2.932, 2.060], [2.509, 2.583, 2.513], [3.268, 2.330, 1.346], [3.072, 3.255, 3.165], [1.562, 3.055, 2.238], [2.321, 1.643, 3.038], [2.744, 1.731, 0.787], [-6.723, -3.223, 0.090], [-5.824, -3.256, 1.182], [-6.732, -4.203, -0.394], [-7.728, -2.989, 0.451], [-6.397, -2.467, -0.629], [-5.838, -2.374, 1.591], [4.033, 1.837, -4.668], [4.933, 1.804, -3.575], [4.025, 0.857, -5.151], [3.029, 2.071, -4.307], [4.359, 2.593, -5.387], [4.919, 2.686, -3.166], [0.615, 3.265, -5.469], [1.374, 3.011, -6.637], [1.178, 3.937, -4.818], [-0.332, 3.736, -5.745], [0.427, 2.325, -4.944], [0.850, 2.413, -7.195], [-0.451, -5.432, 5.591], [-1.805, -5.842, 5.531], [-0.226, -4.820, 4.714], [-0.288, -4.842, 6.496], [0.197, -6.312, 5.595], [-1.975, -6.382, 6.321], [2.458, 5.712, -2.847], [1.104, 5.302, -2.907], [2.683, 6.323, -3.724], [2.621, 6.302, -1.942], [3.106, 4.832, -2.843], [0.933, 4.761, -2.117]],
  "lowdin_charge": [-0.492, 0.371, -0.024, -0.801, 0.433, 0.017, -0.157, -0.161, -0.175, 0.062, 0.077, 0.073, -0.021, -0.157, -0.227, 0.064, 0.070, 0.076, 0.036, -0.175, -0.149, 0.068, 0.072, 0.074, 0.034, -0.160, -0.137, 0.078, 0.074, 0.080, 0.078, -0.169, -0.136, 0.083, 0.063, 0.077, 0.075, -0.166, -0.143, 0.054, 0.079, 0.082, 0.079, -0.161, -0.138, 0.070, 0.078, 0.073, 0.079, -0.161, -0.140, 0.080, 0.077, 0.067, 0.097],
  "relative_energy_ev": 1.006,
  "e_lumo_ev": 2.50,
  "charge": -1,
  "homo_lumo_gap_ha": 0.2320,
  "fmax_ha_per_bohr": 0.076
}


{
  "formula": "CH7N4",
  "method": "ωB97M-V/def2-TZVPD",
  "species": ["C", "N", "N", "N", "N", "H", "H", "H", "H", "H", "H", "H"],
  "positions_angstrom": [[0.812, 0.002, -0.085], [0.775, 1.283, 0.028], [2.025, -0.651, 0.022], [-0.490, -0.642, -0.363], [-1.638, 0.242, 0.040], [-0.063, 1.853, -0.079], [2.754, 0.010, -0.032], [2.301, -1.551, 0.272], [-0.604, -1.655, -0.202], [-1.948, 0.860, -0.751], [-2.528, -0.447, 0.267], [-1.395, 0.696, 0.883]],
  "lowdin_charge": [-0.465, 0.110, 0.173, 0.047, 0.167, 0.043, 0.100, 0.091, 0.150, 0.194, 0.262, 0.128],
  "relative_energy_ev": 1.024,
  "e_lumo_ev": -4.37,
  "charge": 1,
  "homo_lumo_gap_ha": 0.3446,
  "fmax_ha_per_bohr": 0.109,
  "smiles": "[H]/N=C(/N)N[NH3+]"
}


{
  "formula": "C5H10N4O3",
  "method": "ωB97M-V/def2-TZVPD",
  "species": ["C", "C", "C", "C", "C", "H", "H", "H", "H", "H", "H", "H", "H", "H", "H", "N", "N", "N", "N", "O", "O", "O"],
  "positions_angstrom": [[-0.548, -1.398, 1.047], [-0.152, 0.009, 0.148], [-0.976, 0.149, -1.264], [-0.644, 1.070, 1.039], [2.201, 0.925, -0.671], [-0.244, -3.019, -0.115], [-1.404, -1.037, 1.534], [0.476, -1.475, 1.550], [-0.511, -0.589, -2.072], [-0.918, 1.067, -1.582], [-2.057, -1.207, -1.159], [-0.277, 1.042, 2.102], [-1.619, 0.960, 1.560], [-1.423, 3.136, 0.441], [1.708, 2.064, -1.107], [1.234, 0.084, -0.384], [3.539, 0.401, -0.417], [3.268, -0.996, 0.009], [2.047, -1.212, 0.105], [-1.044, -2.304, -0.015], [-2.296, -0.150, -1.154], [-0.361, 2.482, 0.404]],
  "lowdin_charge": [-0.087, -0.325, -0.262, -0.190, -0.154, 0.183, 0.082, 0.126, 0.163, 0.048, 0.156, 0.131, 0.124, 0.255, 0.214, -0.013, -0.003, -0.048, 0.023, -0.143, -0.069, -0.209],
  "relative_energy_ev": 6.824,
  "e_lumo_ev": 0.07,
  "homo_lumo_gap_ha": 0.3567,
  "fmax_ha_per_bohr": 0.119
}


{
  "formula": "C18H26ClN5O3P",
  "method": "ωB97M-V/def2-TZVPD",
  "species": ["C", "C", "C", "C", "C", "C", "C", "N", "C", "C", "C", "C", "C", "N", "C", "N", "N", "N", "C", "C", "O", "O", "C", "P", "O", "Cl", "C", "C", "H", "H", "H", "H", "H", "H", "H", "H", "H", "H", "H", "H", "H", "H", "H", "H", "H", "H", "H", "H", "H", "H", "H", "H", "H", "H"],
  "positions_angstrom": [[6.556, -3.129, 0.085], [5.574, -1.927, 0.232], [4.124, -2.002, 0.165], [3.217, -0.853, 0.320], [3.815, 0.461, 0.528], [3.040, 1.801, 0.731], [1.518, 1.732, 0.423], [0.634, 1.931, 1.505], [-0.636, 1.857, 0.959], [-1.815, 2.094, 1.952], [-3.052, 1.129, 1.770], [-2.690, -0.341, 1.328], [-4.042, -0.988, 0.762], [-3.769, -1.877, -0.415], [-5.079, -2.463, -0.725], [-5.744, -2.105, -1.749], [-5.630, -3.450, 0.224], [-0.602, 1.627, -0.370], [-1.776, 1.525, -1.266], [-1.921, 2.877, -2.071], [-2.592, 2.861, -3.054], [-1.224, 3.990, -1.593], [0.778, 1.526, -0.797], [1.524, 1.210, -2.489], [0.298, 1.416, -3.640], [1.990, -0.852, -2.662], [5.296, 0.552, 0.594], [6.184, -0.588, 0.460], [6.933, -3.405, 1.110], [6.149, -3.995, -0.489], [7.461, -2.733, -0.464], [3.657, -3.010, 0.020], [2.103, -0.926, 0.277], [3.475, 2.553, 0.005], [3.246, 2.231, 1.752], [0.805, 2.103, 2.492], [-1.406, 1.909, 2.990], [-2.074, 3.186, 1.916], [-3.619, 1.081, 2.745], [-3.757, 1.603, 1.028], [-2.414, -0.966, 2.220], [-1.957, -0.415, 0.487], [-4.613, -1.504, 1.578], [-4.720, -0.176, 0.362], [-3.181, -2.670, -0.135], [-6.645, -2.592, -1.793], [-5.203, -4.355, 0.013], [-6.645, -3.480, 0.118], [-1.545, 0.693, -1.990], [-2.724, 1.234, -0.755], [-0.369, 3.987, -2.070], [0.017, 0.528, -3.952], [5.770, 1.549, 0.785], [7.284, -0.445, 0.545]],
  "lowdin_charge": [-0.066, -0.233, -0.048, -0.093, -0.211, -0.095, -0.174, 0.194, -0.174, -0.070, -0.195, -0.172, -0.225, -0.009, -0.507, 0.141, 0.069, -0.012, 0.004, -0.444, 0.173, 0.071, -0.276, 0.678, -0.362, 0.241, -0.038, -0.023, 0.091, 0.081, 0.084, 0.110, 0.082, 0.134, 0.131, 0.181, 0.128, 0.138, 0.134, 0.108, 0.123, 0.091, 0.115, 0.120, 0.111, 0.055, 0.084, 0.077, 0.149, 0.128, 0.125, 0.054, 0.111, 0.113],
  "relative_energy_ev": 0.000,
  "e_lumo_ev": -3.39,
  "charge": 1,
  "homo_lumo_gap_ha": 0.2882,
  "fmax_ha_per_bohr": 0.089,
  "smiles": "[H]/N=C(\\N)NCCCCc1[nH]c(Cc2ccc(C)cc2)c(P(O)Cl)[n+]1CC(=O)O"
}


{
  "formula": "C30H35ClFNO9",
  "method": "ωB97M-V/def2-TZVPD",
  "species": ["C", "C", "N", "C", "O", "C", "C", "C", "C", "C", "O", "C", "F", "C", "C", "C", "C", "Cl", "C", "C", "C", "C", "C", "C", "C", "C", "C", "O", "H", "H", "H", "H", "H", "H", "H", "H", "H", "H", "H", "H", "H", "H", "H", "H", "H", "H", "H", "C", "C", "O", "C", "O", "O", "C", "H", "H", "H", "H", "H", "H", "H", "H", "C", "C", "O", "C", "O", "O", "C", "H", "H", "H", "H", "H", "H", "H", "H"],
  "positions_angstrom": [[6.647, 3.619, 1.314], [5.972, 2.721, 0.416], [5.267, 3.081, -0.824], [4.921, 4.498, -1.045], [5.633, 5.524, -0.928], [3.415, 4.389, -1.535], [2.373, 5.445, -1.959], [2.824, 6.968, -1.979], [3.268, 7.157, -3.632], [4.623, 8.146, -3.874], [4.570, 6.526, -4.020], [0.922, 5.089, -2.374], [0.055, 6.158, -2.734], [0.454, 3.593, -2.416], [-1.057, 3.332, -2.849], [-1.816, 2.777, -1.519], [-1.989, 3.887, -0.375], [-3.504, 2.131, -1.966], [1.493, 2.497, -2.037], [1.096, 0.968, -2.108], [1.195, -0.052, -0.953], [0.763, -1.519, -1.248], [0.260, -2.010, -2.628], [0.190, -0.999, -3.809], [0.592, 0.460, -3.509], [2.909, 2.923, -1.594], [4.190, 2.096, -1.151], [4.315, 0.857, -1.116], [7.794, 3.714, 1.396], [6.047, 4.255, 2.058], [6.010, 1.598, 0.675], [2.005, 7.730, -1.784], [3.779, 7.100, -1.380], [2.376, 7.231, -4.432], [5.711, 7.934, -3.640], [4.432, 8.532, -2.779], [-1.573, 4.341, -3.074], [-1.169, 2.592, -3.713], [-1.231, 1.893, -1.082], [-1.789, 4.958, -0.711], [-3.057, 3.812, 0.051], [-1.280, 3.635, 0.490], [1.590, 0.302, 0.061], [0.832, -2.262, -0.388], [-0.071, -3.079, -2.855], [-0.139, -1.251, -4.870], [0.537, 1.219, -4.374], [-4.888, -4.857, 0.643], [-4.133, -4.334, -0.564], [-2.794, -3.968, -0.207], [-1.922, -4.983, -0.117], [-2.163, -6.149, -0.316], [-0.732, -4.479, 0.257], [0.275, -5.468, 0.465], [-4.840, -4.140, 1.467], [-5.935, -5.042, 0.393], [-4.450, -5.789, 1.007], [-4.619, -3.428, -0.934], [-4.134, -5.057, -1.385], [0.374, -6.123, -0.403], [0.046, -6.049, 1.361], [1.225, -4.955, 0.618], [-5.016, -5.661, 7.101], [-4.865, -6.394, 5.782], [-4.351, -5.519, 4.770], [-3.023, -5.322, 4.798], [-2.247, -5.816, 5.580], [-2.708, -4.462, 3.815], [-1.327, -4.106, 3.779], [-5.610, -4.752, 6.970], [-5.500, -6.298, 7.844], [-4.044, -5.352, 7.493], [-5.847, -6.730, 5.437], [-4.238, -7.284, 5.885], [-0.689, -4.992, 3.753], [-1.080, -3.479, 4.639], [-1.151, -3.530, 2.869]],
  "lowdin_charge": [-0.039, -0.120, 0.045, -0.263, 0.080, 0.040, -0.048, -0.069, -0.165, -0.060, -0.176, -0.050, -0.008, -0.036, -0.166, -0.660, -0.133, 0.506, -0.030, -0.149, -0.010, -0.045, -0.051, -0.055, -0.026, 0.040, -0.281, 0.081, 0.071, 0.065, 0.128, 0.122, 0.105, 0.166, 0.127, 0.055, 0.124, 0.102, 0.092, 0.079, 0.070, 0.085, 0.109, 0.078, 0.091, 0.092, 0.103, -0.063, -0.212, 0.029, -0.590, 0.126, -0.036, -0.046, 0.081, 0.080, 0.077, 0.124, 0.124, 0.099, 0.095, 0.093, -0.068, -0.217, 0.027, -0.585, 0.122, -0.003, -0.040, 0.082, 0.080, 0.076, 0.123, 0.124, 0.094, 0.101, 0.090],
  "e_lumo_ev": -1.46,
  "homo_lumo_gap_ha": 0.2263,
  "fmax_ha_per_bohr": 0.112,
  "smiles": "C=CN1C(=O)c2c(C[C@H]3CO3)c(F)c(C[C@@H](C)Cl)c(-c3ccccc3)c2C1=O.CCOC(=O)OC.CCOC(=O)OC"
}


What did the fourth record say?
{
  "formula": "C18H26ClN5O3P",
  "method": "ωB97M-V/def2-TZVPD",
  "species": ["C", "C", "C", "C", "C", "C", "C", "N", "C", "C", "C", "C", "C", "N", "C", "N", "N", "N", "C", "C", "O", "O", "C", "P", "O", "Cl", "C", "C", "H", "H", "H", "H", "H", "H", "H", "H", "H", "H", "H", "H", "H", "H", "H", "H", "H", "H", "H", "H", "H", "H", "H", "H", "H", "H"],
  "positions_angstrom": [[6.556, -3.129, 0.085], [5.574, -1.927, 0.232], [4.124, -2.002, 0.165], [3.217, -0.853, 0.320], [3.815, 0.461, 0.528], [3.040, 1.801, 0.731], [1.518, 1.732, 0.423], [0.634, 1.931, 1.505], [-0.636, 1.857, 0.959], [-1.815, 2.094, 1.952], [-3.052, 1.129, 1.770], [-2.690, -0.341, 1.328], [-4.042, -0.988, 0.762], [-3.769, -1.877, -0.415], [-5.079, -2.463, -0.725], [-5.744, -2.105, -1.749], [-5.630, -3.450, 0.224], [-0.602, 1.627, -0.370], [-1.776, 1.525, -1.266], [-1.921, 2.877, -2.071], [-2.592, 2.861, -3.054], [-1.224, 3.990, -1.593], [0.778, 1.526, -0.797], [1.524, 1.210, -2.489], [0.298, 1.416, -3.640], [1.990, -0.852, -2.662], [5.296, 0.552, 0.594], [6.184, -0.588, 0.460], [6.933, -3.405, 1.110], [6.149, -3.995, -0.489], [7.461, -2.733, -0.464], [3.657, -3.010, 0.020], [2.103, -0.926, 0.277], [3.475, 2.553, 0.005], [3.246, 2.231, 1.752], [0.805, 2.103, 2.492], [-1.406, 1.909, 2.990], [-2.074, 3.186, 1.916], [-3.619, 1.081, 2.745], [-3.757, 1.603, 1.028], [-2.414, -0.966, 2.220], [-1.957, -0.415, 0.487], [-4.613, -1.504, 1.578], [-4.720, -0.176, 0.362], [-3.181, -2.670, -0.135], [-6.645, -2.592, -1.793], [-5.203, -4.355, 0.013], [-6.645, -3.480, 0.118], [-1.545, 0.693, -1.990], [-2.724, 1.234, -0.755], [-0.369, 3.987, -2.070], [0.017, 0.528, -3.952], [5.770, 1.549, 0.785], [7.284, -0.445, 0.545]],
  "lowdin_charge": [-0.066, -0.233, -0.048, -0.093, -0.211, -0.095, -0.174, 0.194, -0.174, -0.070, -0.195, -0.172, -0.225, -0.009, -0.507, 0.141, 0.069, -0.012, 0.004, -0.444, 0.173, 0.071, -0.276, 0.678, -0.362, 0.241, -0.038, -0.023, 0.091, 0.081, 0.084, 0.110, 0.082, 0.134, 0.131, 0.181, 0.128, 0.138, 0.134, 0.108, 0.123, 0.091, 0.115, 0.120, 0.111, 0.055, 0.084, 0.077, 0.149, 0.128, 0.125, 0.054, 0.111, 0.113],
  "relative_energy_ev": 0.000,
  "e_lumo_ev": -3.39,
  "charge": 1,
  "homo_lumo_gap_ha": 0.2882,
  "fmax_ha_per_bohr": 0.089,
  "smiles": "[H]/N=C(\\N)NCCCCc1[nH]c(Cc2ccc(C)cc2)c(P(O)Cl)[n+]1CC(=O)O"
}